Entry 1:
ORCA calculation (ωB97M-V/def2-TZVPD) on a cluster of 2 separate species, C28H33N2O6 in total.

Structure (XYZ):
```
69
C28H33N2O6 | OMol25 | ωB97M-V/def2-TZVPD
C 3.811 -1.699 5.479
N 3.479 -0.383 4.972
C 4.202 0.691 5.619
C 2.639 -0.144 3.914
C 1.828 1.022 3.865
C 1.035 1.281 2.764
C 1.114 0.514 1.570
C 0.520 0.979 0.328
C 0.097 2.260 0.094
C -0.705 2.593 -1.117
O -0.841 1.877 -2.086
O -1.266 3.845 -1.161
C -1.254 4.624 0.053
C -1.572 6.077 -0.308
C -2.250 4.077 1.061
O 0.086 4.654 0.581
C 0.716 3.451 0.759
O 1.755 3.444 1.390
C 1.848 -0.696 1.669
C 2.562 -1.034 2.806
H 3.360 -2.491 4.883
H 4.901 -1.827 5.502
H 3.471 -1.797 6.520
H 4.264 1.573 4.972
H 3.732 0.979 6.567
H 5.216 0.339 5.846
H 1.809 1.698 4.722
H 0.352 2.121 2.808
H 0.499 0.315 -0.525
H -0.820 6.451 -1.010
H -2.568 6.153 -0.753
H -1.547 6.689 0.599
H -2.014 3.049 1.369
H -2.243 4.726 1.946
H -3.254 4.118 0.614
H 1.855 -1.346 0.797
H 3.123 -1.972 2.833
C -0.197 -2.172 -5.140
C -0.174 -3.035 -3.885
N 0.810 -2.569 -2.901
C 2.167 -3.119 -3.054
C 2.333 -4.456 -2.358
C 0.633 -1.432 -2.152
C -0.725 -0.903 -2.070
C -1.557 -1.204 -0.975
C -3.051 -1.107 -1.224
C -3.630 -1.700 -2.350
C -5.017 -1.680 -2.536
C -5.834 -1.014 -1.615
C -5.254 -0.408 -0.491
C -3.877 -0.487 -0.273
O -1.103 -1.541 0.140
O 1.623 -0.909 -1.588
H -0.807 -2.670 -5.901
H -0.648 -1.195 -4.923
H 0.818 -2.018 -5.534
H -1.156 -3.014 -3.397
H 0.079 -4.079 -4.117
H 2.335 -3.244 -4.134
H 2.888 -2.394 -2.655
H 3.395 -4.699 -2.270
H 1.902 -4.413 -1.354
H 1.834 -5.248 -2.925
H -1.095 -0.248 -2.854
H -2.980 -2.179 -3.085
H -5.451 -2.175 -3.402
H -6.913 -0.966 -1.768
H -5.876 0.128 0.226
H -3.408 -0.060 0.618
```

The charge is -1. The LUMO energy is 0.0925 hartree. Its energy above the lowest of the compared OMol25 structures with the same formula, charge and spin is 24.3 kcal per mole. Its highest occupied orbital energy is -0.112 Eh. For the total energy, the calculation gives -44837.173 eV.

***

Entry 2:
ORCA calculation (ωB97M-V/def2-TZVPD) on a structure of composition CH60ClNi2O33.

Structure (XYZ):
```
97
CH60ClNi2O33 | OMol25 | ωB97M-V/def2-TZVPD
Ni 0.835 -0.219 1.964
Ni -1.440 0.579 -3.065
C -0.201 0.452 -0.199
O -0.870 0.845 -1.128
O -0.174 -0.722 0.181
O 0.290 1.243 0.634
Cl 1.736 0.972 3.889
O 3.395 1.218 -3.539
H 2.592 1.644 -3.239
H 4.068 1.516 -2.928
O 4.808 -0.140 3.851
H 4.163 0.494 3.539
H 5.529 -0.078 3.225
O 2.081 3.339 1.332
H 1.602 2.598 0.962
H 2.269 3.077 2.233
O -1.671 3.111 1.070
H -0.999 2.452 0.902
H -2.078 3.263 0.217
O -5.049 -0.955 -2.163
H -5.774 -0.375 -2.393
H -4.638 -0.539 -1.405
O -1.935 -4.405 -2.636
H -1.654 -3.990 -1.821
H -1.120 -4.655 -3.072
O -1.504 -2.996 -0.424
H -1.144 -2.111 -0.365
H -1.815 -3.188 0.461
O -3.646 0.026 -0.249
H -2.706 0.199 -0.301
H -3.910 0.380 0.600
O 2.457 -5.107 -0.391
H 2.039 -5.801 -0.899
H 1.864 -4.958 0.346
O -3.904 0.562 2.577
H -4.063 0.028 3.355
H -3.829 1.456 2.911
O -3.160 1.678 -2.888
H -3.735 1.682 -2.122
H -3.607 2.234 -3.526
O -1.742 0.299 -5.213
H -1.215 0.688 -5.910
H -2.196 -0.431 -5.634
O -1.633 4.644 3.468
H -1.666 4.124 2.665
H -0.923 4.255 3.978
O 4.327 -2.881 -2.041
H 3.417 -2.583 -2.060
H 4.659 -2.583 -1.195
O -3.603 -3.185 1.428
H -4.128 -3.607 2.108
H -3.951 -2.295 1.373
O 1.567 2.523 -1.949
H 0.954 2.073 -1.368
H 1.940 3.221 -1.411
O -1.095 -0.320 2.965
H -1.020 -0.475 3.906
H -1.945 0.107 2.859
O 0.294 -4.955 1.384
H -0.365 -4.956 0.689
H -0.044 -5.571 2.035
O 3.351 -2.892 1.064
H 3.145 -3.568 0.418
H 4.180 -3.176 1.451
O -1.001 4.861 -1.646
H -1.949 4.760 -1.732
H -0.744 5.376 -2.410
O 0.299 -0.417 -3.703
H 0.693 0.015 -4.461
H 1.035 -0.831 -3.253
O 0.313 3.650 4.891
H 0.709 2.812 4.656
H 0.872 3.992 5.589
O -0.461 2.359 -3.600
H -0.417 2.934 -4.364
H 0.303 2.598 -3.076
O 4.369 3.928 0.155
H 5.142 3.756 0.691
H 3.656 4.029 0.786
O 1.128 -2.140 2.458
H 1.628 -2.758 1.925
H 0.605 -2.691 3.040
O 2.855 -0.304 1.178
H 2.914 -1.259 1.212
H 3.742 -0.017 0.962
O 1.649 -2.443 -1.758
H 1.012 -2.064 -1.153
H 1.361 -3.348 -1.874
O -2.529 -1.162 -2.886
H -2.396 -2.109 -2.870
H -3.414 -1.038 -2.543
O 1.257 5.718 0.087
H 0.517 5.531 -0.491
H 1.423 4.891 0.540
O -0.577 -3.822 4.028
H -1.428 -4.117 4.352
H 0.021 -3.958 4.763
```

The expectation value of S² is 6.006. The spin multiplicity is 5. The charge is +1. The LUMO energy (alpha / beta) is -0.1166 / -0.1174 hartree. Its highest occupied orbital energy (alpha / beta) is -0.405 / -0.405 Eh. For the total energy, the calculation gives -164189.182 eV.

***

Entry 3:
ORCA calculation (ωB97M-V/def2-TZVPD) on a structure of composition C4H3NiO2.

Structure (XYZ):
```
10
C4H3NiO2 | OMol25 | ωB97M-V/def2-TZVPD
O -0.226 0.208 2.518
C -0.075 0.867 1.368
C -0.439 0.303 0.150
C 0.592 0.000 -0.780
C 0.341 -0.371 -2.115
O -0.774 -0.534 -2.682
H -1.276 -0.421 0.207
H 1.247 -0.477 -2.757
Ni 1.496 -0.913 1.744
H -0.885 1.338 2.347
```

The expectation value of S² is 3.848. The spin multiplicity is 4. The LUMO energy (alpha / beta) is -0.0622 / -0.0636 hartree. Its energy above the lowest of the compared OMol25 structures with the same formula, charge and spin is 86.8 kcal per mole. Its highest occupied orbital energy (alpha / beta) is -0.265 / -0.304 Eh. For the total energy, the calculation gives -49323.270 eV.

***

Entry 4:
ORCA calculation (ωB97M-V/def2-TZVPD) on the molecule C18H16ClN3O2.

Structure (XYZ):
```
40
C18H16ClN3O2 | OMol25 | ωB97M-V/def2-TZVPD
O -2.111 0.266 -2.343
O 6.239 -1.366 -1.598
Cl -4.114 5.616 1.206
N 4.066 -0.848 1.142
C -1.823 0.593 -1.198
C 5.241 -1.439 -0.903
C 3.007 -1.578 0.754
C 4.124 -2.233 -1.372
C 3.022 -2.330 -0.536
C -0.630 -2.232 0.950
C -1.141 -0.411 -0.325
C -1.646 -1.628 0.103
C 0.483 -1.399 0.941
C -3.304 4.017 -0.835
C -3.090 3.070 1.395
C -2.716 2.901 -1.398
C -2.501 1.916 0.829
C -3.498 4.117 0.566
C -2.320 1.832 -0.585
N 5.162 -0.827 0.308
N 0.171 -0.284 0.147
C -2.985 -2.197 -0.277
C 1.790 -1.683 1.646
C 1.142 0.772 -0.155
H 4.188 -2.683 -2.343
H 2.222 -3.008 -0.773
H -0.720 -3.180 1.460
H -3.643 4.845 -1.500
H -3.275 3.160 2.454
H -2.715 2.805 -2.485
H -2.279 1.126 1.543
H 5.947 -0.234 0.529
H -2.846 -3.017 -0.927
H -3.588 -1.470 -0.838
H -3.568 -2.512 0.609
H 1.699 -2.670 2.061
H 1.961 -0.998 2.504
H 1.877 0.947 0.631
H 0.599 1.733 -0.268
H 1.574 0.512 -1.120
```

As for the SMILES: Cc1cc(Cc2ccc(=O)[nH]n2)n(C)c1C(=O)c1ccc(Cl)cc1. The LUMO energy is -0.0116 hartree. Its energy above the lowest of the compared OMol25 structures with the same formula, charge and spin is 71.7 kcal per mole. Its highest occupied orbital energy is -0.309 Eh. For the total energy, the calculation gives -40012.374 eV.

***

Entry 5:
ORCA calculation (ωB97M-V/def2-TZVPD) on a structure of composition H2OTl.

Structure (XYZ):
```
4
H2OTl | OMol25 | ωB97M-V/def2-TZVPD
Tl 0.781 -4.590 -1.032
O -1.054 -2.804 -2.282
H -1.031 -2.562 -3.286
H -2.042 -3.046 -2.130
```

The charge is +3. The LUMO energy is -0.9519 hartree. Its energy above the lowest of the compared OMol25 structures with the same formula, charge and spin is 22.5 kcal per mole. Its highest occupied orbital energy is -1.168 Eh. For the total energy, the calculation gives -6724.031 eV.

***

Entry 6:
ORCA calculation (ωB97M-V/def2-TZVPD) on a cluster of 2 separate species, C9H12BO5 in total.

Structure (XYZ):
```
27
C9H12BO5 | OMol25 | ωB97M-V/def2-TZVPD
B 0.247 -1.572 -1.125
C -1.349 2.467 -0.733
C -1.131 1.733 0.404
C -1.148 1.929 -1.984
C -0.566 0.466 0.260
C 2.827 0.128 0.832
C -0.344 0.792 -2.116
C -0.091 -0.048 -0.936
C -1.297 -1.350 1.686
C -0.374 -0.184 1.654
O 3.098 -1.117 0.696
O 3.126 0.916 1.692
O -0.569 -2.222 -2.060
O 1.102 -2.328 -0.484
O 2.019 0.654 -0.204
H -1.802 3.466 -0.608
H -1.299 2.083 1.386
H -1.426 2.526 -2.772
H -0.045 0.251 -3.012
H -0.881 -2.135 0.925
H -2.307 -0.987 1.365
H -1.214 -1.796 2.674
H 0.758 -0.542 1.790
H -0.491 0.371 2.549
H -0.216 -3.131 -2.146
H 1.683 -1.934 0.212
H 1.690 1.564 0.054
```

The charge is -1. The LUMO energy is 0.1181 hartree. Its energy above the lowest of the compared OMol25 structures with the same formula, charge and spin is 18.1 kcal per mole. Its highest occupied orbital energy is -0.180 Eh. For the total energy, the calculation gives -20445.659 eV.

***

Entry 7:
ORCA calculation (ωB97M-V/def2-TZVPD) on the molecule C2H2F2O3S.

Structure (XYZ):
```
10
C2H2F2O3S | OMol25 | ωB97M-V/def2-TZVPD
C 1.502 -0.421 0.508
C 1.055 0.488 -0.596
O 1.540 -1.631 0.488
O -2.703 -0.288 1.299
O -0.420 0.599 -0.206
F 1.617 1.668 -0.569
F -2.743 -0.703 -1.072
S -2.419 0.372 0.107
H 1.590 -0.015 1.499
H 0.982 -0.069 -1.458
```

The LUMO energy is -0.0645 hartree. Its energy above the lowest of the compared OMol25 structures with the same formula, charge and spin is 39.5 kcal per mole. Its highest occupied orbital energy is -0.365 Eh. For the total energy, the calculation gives -24515.275 eV.

***

Entry 8:
ORCA calculation (ωB97M-V/def2-TZVPD) on a structure of composition C8H11B2Br5F11MgN2Na2O11P2.

Structure (XYZ):
```
55
C8H11B2Br5F11MgN2Na2O11P2 | OMol25 | ωB97M-V/def2-TZVPD
C 2.639 -2.995 -0.088
C 2.240 -2.394 -1.469
B 1.445 -1.028 -1.462
O 2.203 0.049 -1.863
P -0.510 -0.696 -1.367
N -0.567 0.596 -0.002
C 0.548 1.366 0.491
O 0.767 2.501 0.265
F 1.314 0.661 1.346
C -1.246 0.096 1.070
O -2.284 0.534 1.501
F -0.720 -0.940 1.742
N -1.162 -2.231 -0.846
C -2.495 -2.351 -0.276
O -2.715 -2.226 0.885
F -3.437 -2.729 -1.069
C -0.465 -3.422 -0.504
O -0.317 -4.341 -1.222
F -0.092 -3.479 0.772
C -2.323 -0.139 -1.997
F -2.242 0.952 -2.725
F -2.766 -1.057 -2.851
F -3.229 0.158 -1.023
H 2.426 -4.065 -0.106
H 3.713 -2.929 0.050
H 2.095 -2.599 0.762
H 1.673 -3.141 -2.034
H 3.156 -2.334 -2.055
H 1.893 0.287 -2.762
H -0.264 -0.505 -2.787
Na -1.835 -1.067 3.722
O -2.488 3.190 -5.014
H -2.818 2.551 -4.384
Na -4.084 1.238 2.548
Br -5.168 -4.736 -0.610
O -5.326 3.666 -4.339
H -4.469 3.772 -4.809
H -5.454 2.712 -4.354
Mg -2.879 4.387 -6.496
C 4.875 2.319 -2.197
Br 4.102 1.900 -3.891
Br 6.693 1.676 -2.056
Br 4.761 4.195 -1.805
H 4.292 1.798 -1.450
Br 0.170 1.993 -2.775
B 2.235 -1.218 4.716
F 3.347 -0.499 5.134
F 2.447 -1.743 3.420
F 1.975 -2.284 5.609
F 1.084 -0.384 4.672
O 0.391 2.195 7.967
P -0.160 2.979 6.782
O 1.033 3.299 5.893
O -0.795 4.241 7.363
O -1.204 2.223 5.977
```

The charge is -3. The LUMO energy is 0.0761 hartree. Its highest occupied orbital energy is 0.035 Eh. For the total energy, the calculation gives -448293.819 eV.